(1)
A molecular structure, C40H44N4NiO3SSbSe2 in a non-equilibrium geometry, computed with ωB97M-V with the def2-TZVPD basis set.

Summary:
HOMO	-1.90	eV
total charge	-1
LUMO level	2.290	eV
strongest force on any atom	1.6	eV/A
electronic energy	-8944.977381	hartree
Kohn-Sham gap	4.2	eV

Last column: Löwdin charge in e.
Geometry (Å):
Ni1 -0.6170 -2.4847 -0.5314  -0.045
O1 -5.7016 -0.6813 2.3686  -0.077
C1 -4.5542 -1.1402 3.0648  -0.247
C2 -3.3330 -1.2939 2.1524  -0.536
C3 -2.1826 -1.7803 3.0798  -0.210
O2 -1.3815 -2.8305 2.5592  -0.102
C4 -2.9165 0.0716 1.5466  -0.590
Se1 -3.8014 0.5136 -0.1472  0.529
C5 -3.6272 -2.3287 1.0473  -0.450
Se2 -2.8381 -1.8579 -0.6906  0.733
H1 -6.3646 -0.4052 3.0048  0.080
H2 -4.7594 -2.1147 3.5273  0.121
H3 -4.2889 -0.4383 3.8670  0.123
H4 -2.5907 -2.1679 4.0195  0.114
H5 -1.5689 -0.9069 3.3314  0.112
H6 -1.1208 -2.6222 1.6361  0.015
H7 -1.8547 0.0331 1.3073  -0.026
H8 -3.0965 0.8838 2.2603  0.060
H9 -4.7003 -2.4233 0.9023  0.059
H10 -3.2071 -3.2990 1.2860  0.053
S1 -1.0109 -6.2812 -2.7760  0.945
C6 -1.5937 -6.6278 -1.2006  -0.455
C7 -1.5534 -5.5368 -0.3851  -0.213
C8 -1.0447 -4.3370 -1.0013  -0.279
C9 -0.7142 -4.6143 -2.3068  -0.531
C10 -0.2167 -3.6019 -3.2185  -0.280
C11 0.1543 -3.8376 -4.5499  -0.043
C12 0.5980 -2.7914 -5.3334  -0.088
C13 0.6396 -1.5114 -4.7945  -0.072
C14 0.2555 -1.3591 -3.4720  -0.122
N1 -0.1319 -2.3640 -2.6853  0.080
H11 -1.9210 -7.6345 -0.9693  0.050
H12 -1.8834 -5.5817 0.6486  0.094
H13 0.0999 -4.8474 -4.9425  0.088
H14 0.9097 -2.9690 -6.3562  0.098
H15 0.9750 -0.6573 -5.3698  0.096
H16 0.2645 -0.3765 -3.0099  0.098
C15 -2.4511 2.7746 -2.1935  -0.136
C16 -1.9325 3.9905 -1.4633  -0.311
C17 -2.4715 5.2502 -1.7218  -0.060
C18 -1.9841 6.3877 -1.0890  -0.104
C19 -0.9508 6.2735 -0.1690  -0.108
C20 -0.4134 5.0189 0.1054  -0.123
C21 -0.8864 3.8735 -0.5371  -0.327
Sb1 -0.0468 1.9012 -0.1715  1.638
C22 1.4258 2.1399 -1.7870  -0.317
C23 1.4070 3.2588 -2.6218  -0.121
C24 2.2158 3.3344 -3.7529  -0.097
C25 3.0549 2.2773 -4.0694  -0.100
C26 3.0827 1.1573 -3.2473  -0.067
C27 2.2775 1.0696 -2.1124  -0.338
C28 2.3317 -0.1747 -1.2577  -0.084
C29 0.9881 2.5770 1.6115  -0.345
C30 0.1351 2.5104 2.7176  -0.150
C31 0.5686 2.8464 3.9934  -0.099
C32 1.8866 3.2387 4.1814  -0.103
C33 2.7424 3.3175 3.0891  -0.072
C34 2.3133 3.0077 1.7958  -0.298
C35 3.2857 3.1720 0.6512  -0.045
H17 -3.2830 3.0353 -2.8476  0.076
H18 -2.7901 2.0063 -1.4900  -0.117
H19 -1.6632 2.3340 -2.8159  0.072
H20 -3.2895 5.3382 -2.4300  0.103
H21 -2.4121 7.3585 -1.3140  0.092
H22 -0.5642 7.1533 0.3336  0.091
H23 0.3906 4.9382 0.8304  0.087
H24 0.7584 4.0950 -2.3900  0.088
H25 2.1816 4.2159 -4.3828  0.095
H26 3.6822 2.3190 -4.9539  0.094
H27 3.7338 0.3250 -3.4954  0.105
H28 3.0645 -0.8850 -1.6428  0.086
H29 1.3589 -0.6805 -1.2260  0.029
H30 2.5952 0.0681 -0.2226  0.066
H31 -0.8927 2.1763 2.5799  0.088
H32 -0.1162 2.8035 4.8337  0.099
H33 2.2483 3.4926 5.1721  0.094
H34 3.7691 3.6375 3.2373  0.100
H35 4.2261 3.5984 1.0060  0.072
H36 2.8764 3.8289 -0.1176  0.075
H37 3.5056 2.2193 0.1657  0.067
C36 2.2796 -0.4453 3.3783  0.007
N2 2.2617 -1.5713 2.4410  -0.026
C37 3.1119 -2.5920 2.6167  -0.077
C38 3.0065 -3.7210 1.9045  -0.006
C39 1.9011 -3.8336 1.0006  -0.359
N3 1.0550 -2.8550 0.8122  0.156
C40 1.2255 -1.6710 1.4976  -0.487
O3 0.4681 -0.7371 1.3123  -0.043
N4 1.6529 -4.9786 0.3420  0.190
H38 1.8337 -0.7375 4.3288  0.102
H39 1.7032 0.3670 2.9571  0.059
H40 3.3049 -0.1167 3.5456  0.093
H41 3.8774 -2.4411 3.3690  0.131
H42 3.7039 -4.5339 2.0474  0.103
H43 2.4194 -5.5994 0.1564  0.105
H44 0.9157 -4.9115 -0.3605  0.072

***

(2)
A molecular structure, C40H45BrCaF4N2OPSi, computed with ωB97M-V with the def2-TZVPD basis set.

Summary:
HOMO (spin up / spin down)	-2.30 / -2.86	eV
total charge	-1
LUMO level (spin up / spin down)	2.428 / 2.426	eV
strongest force on any atom	0.5	eV/A
electronic energy	-6017.979238	hartree
Kohn-Sham gap (spin up / spin down)	4.7 / 5.3	eV
energy above the lowest of the compared OMol25 structures with the same formula, charge and spin	43.7	kcal/mol

Last column: Löwdin charge in e.
Geometry (Å):
Ca1 0.7497 0.4904 -0.9873  1.113
C1 -1.0215 -4.6194 3.0355  -0.065
C2 -0.9191 -3.0965 2.9057  -0.391
C3 -1.0940 -2.4389 4.2703  -0.072
C4 0.3707 -2.7141 2.2061  -0.204
C5 1.4343 -2.1123 2.8646  -0.038
C6 2.6386 -1.8759 2.2120  -0.043
C7 2.8325 -2.2357 0.8828  -0.266
C8 4.1605 -2.0353 0.2046  -0.042
C9 1.7463 -2.7987 0.2048  -0.049
C10 0.5414 -3.0239 0.8559  -0.032
H1 -1.9674 -4.9058 3.5037  0.075
H2 -0.2068 -5.0042 3.6558  0.085
H3 -0.9586 -5.1104 2.0628  0.072
H4 -1.7397 -2.7713 2.2618  0.103
H5 -0.3528 -2.8102 4.9847  0.084
H6 -2.0819 -2.6688 4.6755  0.084
H7 -0.9931 -1.3521 4.2284  0.055
H8 1.3393 -1.8256 3.9050  0.096
H9 3.4593 -1.4192 2.7567  0.111
H10 4.4254 -2.9054 -0.3980  0.076
H11 4.9477 -1.8831 0.9457  0.077
H12 4.1410 -1.1559 -0.4457  0.058
H13 1.8505 -3.0932 -0.8309  0.072
H14 -0.2818 -3.4690 0.3040  0.117
F1 -0.7204 7.5199 2.2846  0.048
C11 -0.9862 6.3244 1.6922  -0.172
C12 -2.0378 5.5372 2.1861  -0.185
F2 -3.0515 6.1496 2.8314  0.078
C13 -2.0832 4.2047 1.9365  -0.232
F3 -3.2082 3.5317 2.3023  0.047
C14 -1.0778 3.5010 1.2065  -0.397
P1 -0.8449 1.7507 1.3303  0.991
C15 -0.5612 1.3792 3.1122  -0.354
C16 0.7494 1.1676 3.5277  -0.113
C17 1.0516 1.0076 4.8755  -0.100
C18 0.0412 1.0641 5.8233  -0.103
C19 -1.2697 1.2910 5.4213  -0.091
C20 -1.5680 1.4510 4.0756  -0.095
C21 -2.4593 0.9393 1.0209  -0.361
C22 -3.3711 1.4487 0.0991  -0.094
C23 -4.4891 0.7148 -0.2706  -0.078
C24 -4.7189 -0.5392 0.2791  -0.096
C25 -3.8219 -1.0514 1.2052  -0.087
C26 -2.6999 -0.3182 1.5657  -0.104
C27 -0.0153 4.3407 0.7150  -0.600
Br1 1.3499 3.5790 -0.3839  0.808
C28 0.0213 5.6772 0.9675  -0.306
F4 1.0319 6.4421 0.5051  0.035
H15 1.5455 1.1257 2.7935  0.096
H16 2.0784 0.8371 5.1793  0.101
H17 0.2744 0.9386 6.8743  0.096
H18 -2.0603 1.3468 6.1600  0.100
H19 -2.5911 1.6300 3.7676  0.104
H20 -3.2060 2.4309 -0.3212  0.091
H21 -5.1828 1.1268 -0.9936  0.102
H22 -5.5901 -1.1124 -0.0133  0.095
H23 -3.9913 -2.0265 1.6494  0.097
H24 -2.0045 -0.7245 2.2870  0.072
C29 -1.8132 3.0878 -2.5578  -0.043
C30 -1.9097 1.6616 -3.0203  -0.357
C31 -2.9049 1.2492 -3.8862  -0.070
C32 -2.8820 -0.0807 -4.3200  -0.084
C33 -1.8772 -0.9267 -3.9274  -0.049
C34 -0.8421 -0.4488 -3.0731  -0.480
N1 -0.9398 0.8360 -2.6028  0.006
N2 0.2301 -1.1454 -2.6624  -0.165
Si1 1.0648 -2.2650 -3.6597  0.352
C35 2.8937 -2.2596 -3.2285  -0.165
C36 0.4319 -4.0299 -3.4597  -0.181
C37 0.9378 -1.7966 -5.4782  -0.177
H25 -1.0779 3.6218 -3.1654  0.086
H26 -1.4752 3.1555 -1.5246  0.029
H27 -2.7699 3.6049 -2.6504  0.080
H28 -3.6726 1.9415 -4.2039  0.097
H29 -3.6653 -0.4479 -4.9749  0.100
H30 -1.8597 -1.9615 -4.2449  0.089
H31 3.1673 -2.9911 -2.4649  0.006
H32 3.1849 -1.2674 -2.8645  0.009
H33 3.4905 -2.4905 -4.1175  0.029
H34 0.4653 -4.3356 -2.4085  0.011
H35 1.0514 -4.7308 -4.0311  0.024
H36 -0.6015 -4.1350 -3.8026  0.016
H37 1.1103 -0.7235 -5.6055  0.031
H38 -0.0292 -2.0360 -5.9250  0.017
H39 1.7099 -2.3295 -6.0436  0.022
C38 5.3325 1.3432 -1.9925  -0.148
O1 4.1598 0.8252 -1.4126  -0.314
C39 2.8803 1.1908 -1.9058  -0.430
C40 2.9261 1.7807 -3.2914  -0.213
H40 5.4126 1.1306 -3.0626  0.076
H41 6.1764 0.8715 -1.4855  0.079
H42 5.4132 2.4291 -1.8521  0.083
H43 3.5782 2.6599 -3.4122  0.057
H44 1.9170 2.1058 -3.5671  0.045
H45 3.2326 1.0555 -4.0707  0.062